# 1
5
Properties=species:S:1:pos:R:3:nbo_charge:R:1 method="wB97M-V/def2-TZVPD" smiles="O=P[N+](=O)[O-]" energy_ev=-16918.124 gap_ev=8.43 charge=0
O 0.250 1.052 1.631 -0.932
P -0.665 1.093 0.521 1.415
N -0.038 -0.466 -0.523 0.273
O 1.050 -0.161 -0.961 -0.393
O -0.597 -1.518 -0.668 -0.363

---

# 2
58
Properties=species:S:1:pos:R:3:nbo_charge:R:1 method="wB97M-V/def2-TZVPD" smiles="COC(=O)[C@H](Cc1ccco1)c1ccncc1.CNC(=O)[C@@H](NC(C)=O)C(C)C" energy_ev=-36955.446 gap_ev=8.95 charge=0
C -2.730 -0.575 -1.862 -0.270
O -1.531 0.098 -2.272 -0.505
C -0.986 -0.311 -3.450 0.811
O -1.483 -1.132 -4.218 -0.598
C 0.341 0.364 -3.817 -0.322
C 0.636 0.389 -5.339 -0.434
C 1.860 1.191 -5.702 0.292
C 2.389 2.266 -5.032 -0.322
C 3.556 2.673 -5.770 -0.307
C 3.648 1.818 -6.833 0.075
O 2.621 0.907 -6.808 -0.409
C 1.452 -0.297 -3.020 0.036
C 1.979 -1.550 -3.349 -0.261
C 2.980 -2.120 -2.557 0.041
N 3.465 -1.512 -1.463 -0.421
C 2.963 -0.313 -1.128 0.036
C 1.965 0.316 -1.876 -0.244
H -3.059 -0.190 -0.892 0.221
H -3.534 -0.414 -2.588 0.192
H -2.557 -1.652 -1.761 0.195
H 0.236 1.402 -3.490 0.232
H 0.764 -0.631 -5.710 0.238
H -0.221 0.816 -5.868 0.237
H 2.007 2.721 -4.124 0.222
H 4.233 3.489 -5.538 0.228
H 4.423 1.855 -7.593 0.209
H 1.617 -2.104 -4.207 0.224
H 3.373 -3.094 -2.832 0.197
H 3.344 0.181 -0.240 0.193
H 1.591 1.278 -1.543 0.215
C -2.814 2.110 4.997 -0.409
N -3.107 1.390 3.759 -0.601
C -2.311 0.608 3.017 0.688
O -2.740 0.273 1.920 -0.645
C -0.880 0.213 3.486 -0.131
N -0.711 -0.052 4.934 -0.620
C -1.482 -0.832 5.696 0.671
C -1.012 -1.040 7.116 -0.709
O -2.520 -1.353 5.318 -0.626
C -0.168 -0.897 2.666 -0.186
C -0.858 -2.266 2.685 -0.617
C 0.116 -0.501 1.211 -0.614
H -1.784 2.468 4.997 0.196
H -2.979 1.454 5.854 0.199
H -3.483 2.968 5.084 0.211
H -4.023 1.520 3.358 0.408
H -0.301 1.114 3.300 0.219
H 0.117 0.316 5.370 0.396
H -1.745 -1.650 7.643 0.247
H -0.053 -1.556 7.105 0.226
H -0.914 -0.078 7.612 0.220
H 0.813 -1.037 3.124 0.193
H -0.881 -2.663 3.698 0.211
H -0.310 -2.967 2.056 0.207
H -1.879 -2.179 2.313 0.229
H 0.791 -1.229 0.762 0.213
H 0.582 0.483 1.175 0.191
H -0.802 -0.488 0.625 0.233

---

# 3
30
Properties=species:S:1:pos:R:3:nbo_charge:R:1 method="wB97M-V/def2-TZVPD" energy_ev=-16692.077 gap_ev="6.64 / 6.89" charge=0
C 2.479 -1.774 -0.915 -0.210
C 1.871 -0.769 -1.578 -0.260
C 0.347 2.248 -0.315 -0.159
C -2.132 -1.850 -0.102 0.848
C 2.497 -1.835 0.586 -0.439
C 0.756 1.657 1.009 -0.436
C 2.316 -0.455 1.229 -0.377
C 1.067 0.192 0.640 -0.249
C 1.224 0.246 -0.859 0.094
C -3.962 0.605 0.441 -0.610
C -2.964 0.419 -0.697 -0.218
N 0.777 1.427 -1.281 -0.425
N -2.173 -0.746 -0.535 -0.539
O -1.883 -2.924 0.259 -0.535
H 2.970 -2.574 -1.444 0.201
H 1.899 -0.713 -2.658 0.207
H 0.168 3.288 -0.504 0.194
H 1.690 -2.495 0.926 0.210
H 3.438 -2.278 0.922 0.212
H 1.646 2.171 1.398 0.199
H -0.021 1.735 1.767 0.217
H 2.238 -0.556 2.313 0.206
H 3.184 0.169 1.004 0.199
H 0.204 -0.440 0.885 0.211
H -3.440 0.668 1.393 0.211
H -4.527 1.520 0.288 0.215
H -4.652 -0.234 0.483 0.207
H -3.491 0.355 -1.657 0.197
H -2.269 1.264 -0.737 0.215
H 0.744 1.679 -2.260 0.414

---

# 4
41
Properties=species:S:1:pos:R:3:nbo_charge:R:1 method="wB97M-V/def2-TZVPD" energy_ev=-29104.997 gap_ev=9.73 charge=-1
O -2.252 2.956 -1.965 -0.944
H 0.176 0.727 -0.050 0.452
O 1.788 -0.407 2.140 -0.991
H -2.662 1.011 2.254 0.515
H 1.495 2.991 -0.060 0.483
O 0.257 0.234 -3.358 -0.992
H 0.087 2.388 0.157 0.461
H -0.663 -3.988 -1.798 0.458
O -1.396 -3.939 -1.185 -0.951
H -3.199 0.359 0.053 0.475
H -1.300 -3.117 -0.694 0.491
O -2.674 0.043 0.803 -1.016
H -1.469 2.369 -1.826 0.485
H 1.043 -0.206 1.509 0.512
O -2.094 0.893 3.057 -1.010
H 3.292 -0.498 1.391 0.489
H -1.151 -1.751 1.224 0.482
O 4.198 -0.967 1.537 -0.997
H 0.154 -1.049 -0.599 0.504
H -1.415 0.225 3.037 0.469
O 0.570 3.211 0.089 -0.944
H 0.318 -0.170 -4.228 0.461
H -3.326 0.258 -4.458 0.455
O 0.450 -1.763 -1.375 -1.102
H 0.702 -2.625 -1.051 0.462
H 0.464 -0.495 -2.746 0.516
O 1.922 1.165 4.479 -0.908
H 2.569 1.889 4.412 0.458
H 2.539 0.509 4.042 0.461
O -1.424 -2.527 1.745 -0.950
H 4.314 -1.554 0.777 0.457
H -2.214 3.199 -2.894 0.459
O -0.100 -0.110 0.338 -1.171
H 2.048 0.355 -0.245 0.487
H -1.386 -2.197 2.651 0.465
O -2.590 -0.132 -3.977 -0.946
H -1.711 -0.057 0.576 0.509
H -1.997 0.599 -3.719 0.487
O 2.027 1.010 -0.952 -0.974
H 2.003 0.448 2.568 0.457
H 2.609 0.713 -1.661 0.485

---

# 5
17
Properties=species:S:1:pos:R:3:nbo_charge:R:1 method="wB97M-V/def2-TZVPD" spin_multiplicity=6 energy_ev=-52068.289 gap_ev="5.65 / 6.37" charge=0
C -1.612 0.252 -1.296 -0.389
C -1.503 -0.652 -2.409 -0.096
C -1.627 -2.015 -1.971 -0.251
C -1.933 -1.975 -0.585 -0.279
C -1.837 -0.601 -0.117 -0.081
Fe 0.714 0.679 2.449 0.282
P 0.834 2.609 1.617 -0.051
H -1.523 1.349 -1.372 0.223
H -1.195 -0.383 -3.403 0.208
H -1.432 -2.983 -2.495 0.231
H -2.035 -0.167 0.887 0.212
H -2.115 -2.763 0.129 0.220
H 0.141 3.535 2.435 0.000
H 0.534 3.081 0.308 0.021
H 2.182 3.000 1.807 0.038
O 2.466 -0.659 0.360 -0.500
C 1.775 -0.148 1.181 0.211

---

The following energy above the lowest of the compared OMol25 structures with the same formula, charge and spin values (in kcal per mole) correspond, in order, to the records above: 24.1, 60.8, 42.7, 61.6, 46.5.